No. 1
Here is the ion C4H8O5P with charge -1 in a non-equilibrium geometry from OMol25. Energies are from wB97M-V/def2-TZVPD.

```
18
Properties=species:S:1:pos:R:3:lowdin_charge:R:1
C -1.910 -1.084 0.972 -0.586
C -0.529 1.893 0.635 -0.144
C 0.145 0.637 0.060 -0.383
C -0.685 -0.576 0.119 -0.569
O -2.484 -0.414 1.941 -0.210
O -2.045 -0.579 -0.357 -0.077
O 0.422 3.006 0.743 -0.072
O 1.333 0.468 0.821 -0.074
O 1.233 -1.446 -1.395 -0.402
P 0.104 -2.125 -0.299 0.918
H -1.326 2.224 -0.137 0.152
H -0.942 1.568 1.592 0.113
H 0.426 0.759 -0.970 0.128
H 1.174 2.530 0.983 0.010
H 1.758 -0.290 0.301 0.085
H 1.906 -2.152 -1.501 0.032
H -1.946 -2.266 1.074 0.117
H 0.694 -2.135 1.005 -0.037
```

Values from the calculation:
SMILES = [O-][C@H]1O[C@@]1(PO)[C@H](O)CO
Total energy = -874.7192 a.u.
Lowest unoccupied orbital energy = 3.04 eV
Total charge = -1
Energy relative to the best compared isomer or geometry (same formula, charge and spin) = 1.547 eV

=====

No. 2
Here is a cluster of 2 separate species, C4H13N2S2 in total in a non-equilibrium geometry from OMol25. Energies are from wB97M-V/def2-TZVPD.

```
21
Properties=species:S:1:pos:R:3:mulliken_spin:R:1
C -1.907 -0.846 -2.598 0.001
N -2.344 -0.726 -1.197 0.000
C -1.615 -1.031 -0.170 -0.005
N -2.023 -0.992 1.089 0.001
H -1.876 0.147 -3.042 0.000
H -2.613 -1.457 -3.146 0.000
H -0.914 -1.287 -2.616 0.000
H -3.280 -0.369 -1.037 0.000
H -0.593 -1.340 -0.346 0.005
H -2.939 -0.629 1.321 0.000
H -1.328 -0.956 1.816 0.001
C 1.875 0.367 -0.668 0.028
S 0.695 1.379 0.303 0.351
S 1.065 0.765 2.203 0.553
C 2.652 1.504 2.609 0.008
H 2.820 0.889 -0.795 0.005
H 2.036 -0.585 -0.173 -0.001
H 1.421 0.230 -1.649 0.008
H 2.528 2.587 2.630 0.027
H 2.938 1.133 3.591 -0.003
H 3.404 1.216 1.875 0.022
```

Values from the calculation:
Spin multiplicity = 2
Total energy = -1065.4314 a.u.
Lowest unoccupied orbital energy (spin up / spin down) = -7.60 / -11.76 eV
Total charge = +2
Energy relative to the best compared isomer or geometry (same formula, charge and spin) = 0.000 eV

=====

No. 3
Here is a cluster of 4 separate species, C5H14O3 in total in a non-equilibrium geometry from OMol25. Energies are from wB97M-V/def2-TZVPD.

```
22
Properties=species:S:1:pos:R:3:lowdin_charge:R:1
C 0.665 -0.890 0.590 -0.083
C 0.399 0.101 -0.509 -0.378
C -0.559 1.001 -0.362 0.039
C 1.414 0.807 -2.648 0.023
C 1.181 -0.139 -1.737 -0.145
H 0.065 -0.793 1.503 0.077
H 1.697 -0.852 0.945 0.077
H 0.557 -1.925 0.235 0.080
H -1.117 1.093 0.567 0.067
H -0.846 1.706 -1.142 0.058
H 0.939 1.761 -2.494 0.050
H 1.899 0.673 -3.599 0.053
H 1.618 -1.116 -1.869 0.096
H -3.742 3.914 0.423 0.033
H -2.732 3.057 -0.356 0.016
O -2.822 3.879 0.145 -0.063
H 1.931 1.580 5.866 0.034
H 1.470 1.308 7.258 0.035
O 1.115 1.525 6.383 -0.068
H -0.273 -5.733 -3.133 0.038
H -1.732 -5.608 -2.673 0.039
O -1.129 -5.348 -3.393 -0.077
```

Values from the calculation:
SMILES = C=CC(=C)C.O.O.O
Total energy = -424.5637 a.u.
Lowest unoccupied orbital energy = 0.73 eV
Total charge = 0
Energy relative to the best compared isomer or geometry (same formula, charge and spin) = 1.158 eV

=====

No. 4
Here is a cluster of 2 separate species, C2H8NO in total in a non-equilibrium geometry from OMol25. Energies are from wB97M-V/def2-TZVPD.

```
12
Properties=species:S:1:pos:R:3:lowdin_charge:R:1
O 1.896 1.321 0.775 0.020
H 0.531 0.595 0.113 0.149
H 2.634 0.800 0.618 0.042
H 1.905 1.339 1.736 0.091
C -0.356 -1.264 -0.809 -0.069
C -1.463 0.655 0.174 0.209
N -0.374 0.007 -0.200 -0.025
H 0.102 -1.391 -1.772 0.100
H -1.358 -1.785 -1.007 0.138
H 0.185 -2.073 -0.291 0.111
H -1.455 1.771 0.275 0.149
H -2.246 0.025 0.388 0.086
```

Values from the calculation:
Total energy = -210.6865 a.u.
Lowest unoccupied orbital energy = -5.37 eV
Total charge = +1
Energy relative to the best compared isomer or geometry (same formula, charge and spin) = 1.812 eV

=====

No. 5
Here is an isolated molecule of C6H9N3O2 in a non-equilibrium geometry from OMol25. Energies are from wB97M-V/def2-TZVPD.

```
20
Properties=species:S:1:pos:R:3:lowdin_charge:R:1
C 1.320 -0.451 -2.117 -0.192
C 0.572 -0.964 0.040 0.024
C -0.533 0.869 -1.508 0.003
C -1.194 -1.123 1.724 -0.062
C 0.910 0.234 2.169 -0.054
C 0.311 -0.985 1.455 -0.398
N 1.296 -0.977 -0.917 0.105
N 0.389 0.519 -2.370 0.034
N -1.377 1.878 -2.042 -0.432
O -2.484 2.013 -1.548 0.048
O -0.931 2.599 -2.939 0.011
H 2.010 -0.800 -2.856 0.106
H -1.618 -1.892 1.083 0.080
H -1.698 -0.184 1.519 0.083
H -1.363 -1.398 2.759 0.078
H 1.996 0.217 2.111 0.081
H 0.610 0.228 3.215 0.081
H 0.557 1.152 1.709 0.082
H 0.814 -1.895 1.814 0.159
H 0.415 0.959 -3.301 0.162
```

Values from the calculation:
Total energy = -548.5273 a.u.
Lowest unoccupied orbital energy (spin up / spin down) = -0.39 / -0.39 eV
Total charge = 0
Energy relative to the best compared isomer or geometry (same formula, charge and spin) = 8.002 eV

=====

No. 6
Here is an isolated molecule of C5H10OS2 in a non-equilibrium geometry from OMol25. Energies are from wB97M-V/def2-TZVPD.

```
18
Properties=species:S:1:pos:R:3:lowdin_charge:R:1
C 2.238 1.493 0.493 -0.158
C 2.738 -0.055 0.430 -0.261
O 2.517 -0.832 -0.473 0.027
C 0.751 1.760 -0.218 -0.602
S -0.592 1.254 0.761 0.497
S -0.641 -0.811 0.971 0.464
C -1.492 -1.633 -0.471 -0.584
C -2.936 -1.485 -0.271 -0.252
H 2.171 1.786 1.561 0.087
H 3.010 2.099 -0.073 0.111
H 3.239 -0.152 1.404 0.107
H 0.726 1.385 -1.248 0.066
H 0.592 2.829 -0.419 0.061
H -1.130 -2.701 -0.424 0.089
H -1.070 -1.028 -1.341 0.085
H -3.392 -2.364 0.205 0.067
H -3.461 -0.945 -1.269 0.135
H -3.266 -0.601 0.380 0.061
```

Values from the calculation:
SMILES = CCSSCCC=O
Total energy = -1068.0509 a.u.
Lowest unoccupied orbital energy = 0.72 eV
Total charge = 0
Energy relative to the best compared isomer or geometry (same formula, charge and spin) = 1.772 eV